Record 1
C2H24O11 | ωB97M-V with the def2-TZVPD basis set

XYZ file:
```
37
Properties=species:S:1:pos:R:3:forces:R:3
C 0.4032 -1.5882 2.5892 0.21 -0.02 0.52
C 0.9093 -0.4412 1.7928 -0.31 -0.18 -0.91
O 0.8283 -0.4212 0.5662 0.16 0.04 0.47
H -0.4387 -1.2469 3.1933 -0.03 0.07 -0.08
H 1.1721 -1.9069 3.2974 0.05 0.01 -0.09
H 0.1113 -2.4318 1.9690 0.00 0.08 -0.14
H 1.3905 0.3929 2.2989 -0.07 -0.01 0.21
O -1.1326 0.9936 2.1607 -0.22 0.13 0.21
H -0.9695 1.8986 1.8314 0.03 -0.20 0.02
H -1.7774 0.6536 1.5187 0.09 0.08 0.15
O -2.6322 -2.3210 -0.2318 0.04 0.18 0.06
H -2.6231 -2.6894 0.6553 -0.05 -0.07 0.06
H -2.7466 -1.3532 -0.1082 -0.06 -0.27 -0.07
O -1.4123 1.8004 -1.8468 -0.01 -0.11 -0.50
H -1.0982 1.0055 -2.3870 -0.06 0.20 0.14
H -1.8178 2.3847 -2.5028 0.03 -0.08 0.21
O -0.7081 3.2141 0.5589 0.06 0.17 -0.35
H -1.0194 2.7942 -0.2616 0.00 0.01 0.19
H 0.2296 3.3407 0.3650 0.08 -0.01 0.16
O 3.4831 -0.6575 1.5186 -0.08 -0.06 0.21
H 3.5171 -0.5832 0.5415 0.26 0.00 0.15
H 4.3794 -0.7808 1.8355 0.11 0.00 -0.14
O 3.4133 -0.4064 -1.2172 -0.06 -0.11 -0.09
H 2.6793 -1.0229 -1.3198 0.06 -0.14 -0.09
H 2.9742 0.4606 -1.2730 0.00 0.17 -0.01
O 1.6470 1.7265 -0.8491 0.02 -0.09 0.25
H 1.3298 1.0242 -0.2256 0.01 0.25 -0.26
H 0.9353 1.8144 -1.4900 -0.12 0.03 -0.07
O -0.6881 -0.3099 -3.1964 0.23 -0.13 0.01
H -0.5220 -1.0408 -2.5328 0.09 0.06 -0.09
H 0.0936 -0.3109 -3.7634 -0.18 0.03 0.06
O -2.8998 0.4133 0.0298 0.04 -0.05 -0.12
H -2.4410 0.9121 -0.6793 -0.08 0.05 0.01
H -3.7827 0.7833 0.1002 -0.11 0.05 0.00
O -0.0977 -2.1215 -1.3441 -0.18 0.04 0.17
H 0.2810 -1.5893 -0.6117 -0.08 -0.10 -0.11
H -0.9704 -2.3898 -0.9818 0.14 -0.01 -0.15
```
Forces are in eV/Å.

Values from the calculation:
- structure (SMILES) = CC=O.O.O.O.O.O.O.O.O.O.O
- max |F| (hartree/bohr) = 0.0190
- LUMO energy (eV) = 0.14
- relative energy (zero: lowest compared OMol25 entry of this formula, charge and spin) (kcal per mole) = 0.00
- E (eV) = -24987.9821
- multiplicity = 1

Atomic partial charges in e from the natural (NBO) method, atoms 1 to 2: -0.735 0.561

Record 2
C2H27NO11 | ωB97M-V with the def2-TZVPD basis set

XYZ file:
```
41
Properties=species:S:1:pos:R:3:forces:R:3
C 1.3903 -0.6351 2.0119 -1.22 -0.69 0.01
N 0.4725 0.2191 2.1983 -0.03 0.03 -0.39
C 0.6372 1.2831 3.1832 0.27 -0.73 0.19
H 1.1523 -1.4305 1.3045 0.29 0.71 0.12
H 2.2870 -0.8232 2.5952 0.38 0.71 0.41
H -0.2711 1.8458 3.3675 -0.17 0.41 -0.86
H 1.4775 1.8834 2.8118 -0.34 0.32 0.80
H 0.7374 0.8353 4.1704 0.93 -0.06 0.16
O 0.4530 -2.7399 -3.0863 0.28 -0.52 -0.19
H 1.3813 -2.5738 -2.8656 -0.37 0.08 -0.01
H 0.0014 -2.5044 -2.2693 -0.06 0.25 -0.23
O 1.9717 -1.3993 -1.2881 1.78 -0.49 0.65
H 1.9804 -2.0367 -0.5455 -0.94 0.28 -0.24
H 2.9360 -1.4107 -1.4392 -0.39 0.55 -0.46
O -0.8175 2.4017 0.1119 -0.09 -0.08 0.18
H -0.2692 1.8143 -0.4236 0.15 0.04 -0.23
H -0.6727 2.1172 1.0274 -0.22 -0.35 -0.23
O -3.1634 -1.3173 -0.0548 0.32 -0.98 0.82
H -2.2107 -1.3534 0.1202 -0.33 0.33 -0.28
H -3.3095 -0.6820 -0.7405 0.10 0.03 -0.62
O 0.7334 -3.0523 0.5016 -0.29 -1.01 -0.33
H 0.1336 -3.6050 -0.0236 0.14 0.14 0.07
H 1.2337 -3.6894 1.0252 -0.09 -0.03 0.15
O -1.3457 -0.7541 -3.0764 -0.25 0.58 0.53
H -0.8746 -0.9873 -3.8770 0.03 -0.49 -0.23
H -2.2817 -0.6873 -3.2852 0.06 0.00 -0.27
O -1.9806 -2.1224 3.0725 -0.35 -0.32 -0.27
H -2.7174 -2.3399 2.4746 0.39 0.26 0.29
H -1.2913 -1.7493 2.5140 -0.01 0.18 -0.02
O 0.5819 1.5985 -2.7313 -0.23 -0.27 -0.19
H -0.0249 0.9538 -3.1296 0.03 0.00 0.35
H 0.5029 2.3695 -3.2993 0.08 0.18 0.08
O -3.4979 1.7457 -0.2759 -0.09 0.60 -0.22
H -3.3289 0.8506 -0.5793 0.29 0.66 0.27
H -2.6585 2.2497 -0.3503 -0.39 -0.73 0.11
O 2.6716 1.8415 -0.5286 0.00 -0.37 0.36
H 2.2881 1.3283 0.1920 -0.02 0.20 0.31
H 2.6482 1.1746 -1.2205 -0.13 0.20 -0.54
O 1.0713 4.0176 1.1530 -0.16 -0.24 -0.28
H 0.2549 3.6659 0.7428 0.35 0.49 0.18
H 1.7181 3.6978 0.5116 0.29 0.13 0.07
```
Forces are in eV/Å.

Values from the calculation:
- structure (SMILES) = C=NC.O.O.O.O.O.O.O.O.O.O.O
- max |F| (hartree/bohr) = 0.0382
- LUMO energy (eV) = -0.37
- relative energy (zero: lowest compared OMol25 entry of this formula, charge and spin) (kcal per mole) = 74.65
- E (eV) = -26523.4359
- multiplicity = 1

Atomic partial charges in e from the natural (NBO) method, atoms 1 to 2: -0.091 -0.427

Record 3
C2H28CdF6NO18S2 | ωB97M-V with the def2-TZVPD basis set

XYZ file:
```
58
Properties=species:S:1:pos:R:3:forces:R:3
Cd 0.8326 -2.5971 1.2416 -0.50 -0.25 0.81
C -1.8200 0.3102 0.0028 0.17 0.01 -0.02
F -1.9271 1.5216 -0.4483 -0.06 0.18 -0.15
F -1.4961 0.3340 1.2976 0.13 -0.09 -0.01
F -2.9364 -0.3695 -0.1486 -0.22 0.06 -0.06
S -0.5052 -0.6202 -0.9872 0.40 -0.99 0.07
O -1.0371 -1.9141 -1.2645 -0.17 -0.99 0.87
O -0.0712 0.1339 -2.0991 0.57 0.80 0.01
N 0.7368 -0.8894 0.1535 -1.72 2.26 -2.66
S 1.7209 0.3947 0.3208 1.90 0.28 2.08
O 1.2788 1.6695 -0.1125 -1.15 -0.52 -1.18
O 2.1890 0.3731 1.6700 0.34 -0.93 0.20
C 3.1710 -0.0824 -0.7863 -0.39 0.35 -0.64
F 2.8178 -1.0256 -1.6710 -0.23 -0.04 0.06
F 3.5198 1.0019 -1.4434 0.32 -0.17 0.10
F 4.1921 -0.5859 -0.1008 0.04 0.09 0.21
O 3.0393 0.8667 4.6853 -0.37 -0.19 -0.08
H 2.7643 1.3593 5.4655 0.11 0.03 0.00
H 2.7886 1.4255 3.9390 0.17 -0.02 -0.04
O 5.1646 1.8343 1.0878 -0.19 0.18 -0.10
H 5.4627 0.9287 0.9843 0.15 0.05 0.06
H 5.4328 2.2792 0.2591 -0.08 -0.22 0.32
O -0.7921 -2.3008 -4.3894 0.08 0.16 0.09
H -0.5078 -1.4324 -4.0711 0.16 -0.05 -0.12
H -0.1890 -2.9188 -3.9667 -0.03 -0.04 -0.05
O -5.4207 -2.0971 -0.4807 0.12 0.11 0.16
H -5.5749 -3.0463 -0.4394 0.01 0.03 -0.11
H -4.5544 -1.9786 -0.0750 0.05 -0.21 -0.11
O 2.9864 -2.6171 1.5070 0.78 -0.81 -0.38
H 3.4231 -3.0363 0.7488 0.17 0.17 0.09
H 3.6716 -2.5689 2.1913 -0.29 0.18 0.20
O -2.9548 4.1250 0.8815 -0.02 -0.14 -0.01
H -2.7547 4.5386 0.0345 0.04 -0.01 0.03
H -3.6799 3.5206 0.6901 -0.05 0.10 -0.02
O -5.9843 0.4839 0.5756 0.27 -0.02 -0.07
H -5.8504 0.2667 1.5021 -0.12 0.00 0.00
H -5.9024 -0.3643 0.1082 -0.27 0.14 0.13
O 0.3433 -1.5360 3.0975 -0.24 -0.12 0.90
H -0.5433 -1.3130 3.4180 -0.07 -0.15 -0.25
H 0.9517 -1.2933 3.8147 0.16 0.12 -0.24
O -2.6194 -0.2664 -3.5342 0.00 -0.10 0.26
H -3.3588 -0.4761 -2.9529 -0.12 0.02 -0.17
H -2.3247 -1.1210 -3.8790 -0.30 -0.01 0.00
O -0.5403 3.0167 -2.5426 0.07 0.02 0.09
H 0.2452 3.5235 -2.7693 -0.06 0.02 -0.01
H -0.2078 2.1926 -2.1667 -0.01 0.17 -0.18
O -3.2860 -4.2402 -1.0236 0.20 -0.11 0.02
H -2.7063 -3.8267 -1.6748 -0.11 0.11 0.02
H -3.5902 -5.0492 -1.4493 -0.02 0.02 0.02
O 6.2725 2.4378 -1.3981 0.15 -0.01 -0.04
H 7.1025 2.8804 -1.1823 -0.05 0.05 -0.08
H 6.5250 1.5283 -1.5908 0.05 0.06 -0.11
O -3.0773 -1.7963 2.6056 0.29 -0.01 0.21
H -3.1476 -1.0409 3.2016 -0.19 0.05 -0.13
H -3.7463 -2.4137 2.9253 0.04 -0.03 -0.05
O 2.2512 4.2348 0.3412 0.03 -0.03 0.12
H 2.3352 4.2800 -0.6157 -0.02 0.01 0.04
H 1.8875 3.3562 0.5129 0.12 0.42 -0.10
```
Forces are in eV/Å.

Values from the calculation:
- max |F| (hartree/bohr) = 0.0757
- charge = +1
- LUMO energy (eV) = -6.56
- relative energy (zero: lowest compared OMol25 entry of this formula, charge and spin) (kcal per mole) = 38.41
- E (eV) = -83404.2570
- multiplicity = 1

Atomic partial charges in e from the natural (NBO) method, atoms 1 to 2: 1.803 0.781

Record 4
C2H2Br2 | ωB97M-V with the def2-TZVPD basis set

XYZ file:
```
6
Properties=species:S:1:pos:R:3:forces:R:3
C 0.8439 -0.0084 -0.0376 -1.99 1.13 0.33
C -0.4733 0.1824 -0.0458 0.08 -2.02 0.03
Br -1.4093 1.7462 -0.0275 -0.39 0.57 -0.07
Br -1.7556 -1.5725 -0.0168 1.75 2.29 -0.06
H 1.0998 -0.9824 0.0717 0.86 -3.01 0.00
H 1.6946 0.6347 0.0559 -0.32 1.05 -0.22
```
Forces are in eV/Å.

Values from the calculation:
- structure (SMILES) = C=C(Br)Br
- max |F| (hartree/bohr) = 0.0610
- LUMO energy (eV) = -0.34
- relative energy (zero: lowest compared OMol25 entry of this formula, charge and spin) (kcal per mole) = 18.87
- E (eV) = -142189.6543
- multiplicity = 1

Atomic partial charges in e from the natural (NBO) method, atoms 1 to 2: -0.455 -0.130